Density functional theory data (ωB97M-V/def2-TZVPD) for a molecular structure, C2H4AuO2 in a non-equilibrium geometry.

Results
Highest occupied orbital energy (spin up / spin down), eV: -27.61 / -27.99
LUMO level (spin up / spin down), eV: -17.4 / -20.1
Charge: +3
2S+1: 3

Structure (XYZ):
```
9
Properties=species:S:1:pos:R:3:mulliken_spin:R:1
C -1.376 -0.263 -0.577 0.370
H -1.805 -1.139 -0.085 0.017
O 1.913 0.305 0.197 0.216
C -0.427 0.460 0.048 0.461
O 0.666 -0.352 0.396 0.032
H 0.520 -1.187 -0.274 0.008
H -2.055 0.298 -1.220 0.050
H -0.093 1.468 -0.192 0.030
Au 2.656 0.410 1.708 0.816
```